No. 1
Formula: C3H4N4O
Source: the Open Molecules 2025 dataset
Level of theory: the ωB97M-V functional and the def2-TZVPD basis

Last column: natural (NBO) charge in e.
CARTESIAN COORDINATES (ANGSTROEM)
H  3.146  0.183  -0.255  0.37
N  2.291  0.724  0.122  -0.61
C  1.127  0.195  -0.014  0.31
N  0.665  -1.174  -0.142  -0.45
N  -0.673  -1.250  -0.013  -0.44
C  -1.262  0.032  0.094  0.29
N  -2.470  0.375  0.033  -0.59
H  -2.491  1.332  0.332  0.36
C  -0.136  0.980  0.015  0.42
O  -0.251  2.154  -0.164  -0.43
H  1.181  -1.615  0.593  0.37
H  -1.128  -1.936  -0.602  0.40

Output
Calculated total energy ... -11181.170 eV
Frontier orbital gap ... 8.18 eV
SMILES ... [H]/N=C1\NN/C(=N/[H])C1=O
Molar mass ... 112.1 g mol⁻¹

---

No. 2
Formula: C19H15N2O6S2
Source: the Open Molecules 2025 dataset
Level of theory: the ωB97M-V functional and the def2-TZVPD basis

Last column: natural (NBO) charge in e.
CARTESIAN COORDINATES (ANGSTROEM)
C  4.325  -3.951  -0.617  -0.21
C  2.964  -3.882  -0.321  -0.18
C  2.400  -2.634  -0.065  -0.31
C  3.142  -1.473  -0.165  -0.20
C  4.493  -1.532  -0.502  -0.21
C  5.086  -2.779  -0.706  -0.21
S  2.265  0.062  0.161  2.16
O  2.700  0.624  1.416  -0.92
O  2.237  0.844  -1.057  -0.93
C  0.633  -0.665  0.319  -0.75
C  -0.439  0.026  -0.142  -0.04
C  -1.756  -0.529  -0.125  -0.12
C  -2.144  -1.398  0.925  -0.16
C  -3.256  -2.218  0.765  -0.23
C  -4.033  -2.125  -0.396  -0.21
C  -3.746  -1.147  -1.354  -0.25
C  -2.639  -0.313  -1.201  -0.11
S  0.653  -2.450  0.315  2.17
O  -0.060  -2.933  -0.845  -0.93
O  0.392  -2.969  1.638  -0.94
H  4.788  -4.923  -0.790  0.21
H  2.343  -4.776  -0.283  0.23
H  5.051  -0.603  -0.593  0.23
H  6.147  -2.830  -0.949  0.21
H  -0.143  0.928  -0.841  0.39
H  -1.597  -1.381  1.870  0.24
H  -3.489  -2.938  1.549  0.20
H  -4.867  -2.813  -0.542  0.20
H  -4.376  -1.034  -2.237  0.20
H  -2.384  0.444  -1.951  0.24
C  -1.560  4.137  2.356  -0.39
N  -1.133  3.740  1.030  -0.44
C  -0.906  2.364  0.837  0.78
O  -1.083  1.610  1.798  -0.67
N  -0.493  2.015  -0.417  -0.74
C  -0.666  2.850  -1.510  0.64
O  -0.848  2.366  -2.637  -0.66
C  -0.609  4.256  -1.202  -0.40
C  -0.900  4.657  0.056  0.07
H  -1.607  5.227  2.380  0.18
H  -2.545  3.717  2.587  0.21
H  -0.854  3.772  3.105  0.22
H  -0.490  4.955  -2.017  0.22
H  -0.995  5.702  0.358  0.19

Output
Total charge ... -1
Calculated total energy ... -56878.264 eV
Frontier orbital gap ... 5.82 eV
Molar mass ... 431.5 g mol⁻¹

---

No. 3
Formula: C2H4ClNO3
Source: the Open Molecules 2025 dataset
Level of theory: the ωB97M-V functional and the def2-TZVPD basis

Last column: natural (NBO) charge in e.
CARTESIAN COORDINATES (ANGSTROEM)
C  5.156  0.106  -0.881  1.02
C  0.368  -1.073  -0.584  0.03
N  0.192  -2.122  -1.226  -0.76
O  4.911  0.192  -2.022  -0.53
O  5.428  0.046  0.232  -0.50
O  1.134  2.110  1.333  -0.95
Cl  0.600  -1.376  1.096  -0.07
H  0.588  2.640  0.806  0.47
H  0.048  -1.897  -2.235  0.40
H  0.101  -3.179  -1.073  0.40
H  1.205  1.190  0.939  0.48

Output
Calculated total energy ... -22292.575 eV
Frontier orbital gap ... 9.68 eV
Molar mass ... 125.5 g mol⁻¹